[1]
The following is a quantum chemistry calculation of a 2-piece molecular cluster, C25H24Br2N overall, from the Open Molecules 2025 dataset.

Last column: Mulliken charge in e.
Element x y z (Å)
1 Br -6.91644 3.33308 2.11354  -0.095
2 C -5.24805 2.46223 2.22271  0.068
3 C -5.18210 1.05913 2.29210  -0.590
4 C -3.94482 0.42501 2.36836  -0.341
5 C -2.72140 1.15533 2.35923  0.784
6 C -1.45422 0.47777 2.41505  -0.246
7 C -0.20883 1.10690 2.32180  0.031
8 C 1.01042 0.45732 2.51493  -0.291
9 C 2.27058 1.15471 2.61838  0.706
10 C 3.40886 0.58219 3.25939  -0.423
11 C 4.61326 1.27488 3.38792  -0.523
12 C 4.72546 2.58264 2.88030  0.096
13 Br 6.36095 3.51703 2.99329  -0.096
14 C 3.62029 3.18374 2.25595  -0.646
15 C 2.42320 2.48065 2.12380  -0.303
16 C -2.82354 2.57555 2.31814  -0.398
17 C -4.06107 3.21301 2.23701  -0.661
18 H -6.09995 0.47701 2.28255  0.424
19 H -3.89696 -0.66183 2.43525  0.370
20 H -1.47171 -0.60218 2.58829  0.398
21 H -0.19104 2.17794 2.09664  -0.114
22 H 1.00521 -0.61479 2.73573  0.424
23 H 3.31847 -0.41594 3.68559  0.376
24 H 5.46890 0.81932 3.88214  0.423
25 H 3.69336 4.20280 1.88701  0.425
26 H 1.57894 2.96690 1.64314  0.393
27 H -1.91883 3.17738 2.35122  0.347
28 H -4.10976 4.29582 2.17767  0.425
29 C 2.68038 -3.36462 -5.14212  -0.469
30 C 3.16814 -2.25485 -4.44065  -0.523
31 C 2.39765 -1.66638 -3.43487  -0.498
32 C 1.12612 -2.16328 -3.13674  0.286
33 C 0.24331 -1.37304 -2.17264  0.174
34 C -0.85989 -0.49552 -2.81943  -0.626
35 C -2.12503 -0.67638 -1.94612  -0.467
36 C -1.80257 -1.79335 -0.93818  -0.196
37 N -0.41532 -2.12743 -1.15916  -0.283
38 C 0.64817 -3.29781 -3.80100  -0.274
39 C 1.41910 -3.88036 -4.81994  -0.559
40 H 3.28202 -3.82577 -5.92665  0.375
41 H 4.14638 -1.83754 -4.67509  0.362
42 H 2.75256 -0.79382 -2.87614  0.286
43 H 0.91483 -0.67207 -1.64807  0.172
44 H -0.53560 0.55138 -2.83967  0.283
45 H -1.06381 -0.83195 -3.84198  0.341
46 H -2.37038 0.25596 -1.42308  0.215
47 H -2.97914 -0.97977 -2.56403  0.321
48 H -1.99030 -1.44898 0.09836  -0.215
49 H -2.45989 -2.66698 -1.09514  0.347
50 H -0.11579 -3.06965 -0.94554  0.290
51 H -0.33111 -3.71384 -3.53756  0.332
52 H 1.02100 -4.73753 -5.36168  0.366

The HOMO-LUMO gap comes out at 4.40 eV. As for the net charge: +1. Its spin multiplicity is 1. For the LUMO energy, the calculation gives -5.88 eV.

---

[2]
The following is a quantum chemistry calculation of a 2-piece molecular cluster, C25H24Br2N3 overall, from the Open Molecules 2025 dataset.

Last column: Mulliken charge in e.
Element x y z (Å)
1 Br -6.59100 3.04959 -1.86375  -0.170
2 C -4.92778 2.23255 -1.51427  0.063
3 C -4.85571 0.83043 -1.48267  -0.704
4 C -3.60944 0.22829 -1.30915  -0.389
5 C -2.45900 1.00776 -1.21623  0.676
6 C -1.13757 0.30874 -0.91850  0.508
7 C 0.10511 1.02826 -1.39908  -0.921
8 C 1.31836 0.43363 -1.54570  -0.571
9 C 2.59667 1.14183 -1.57154  0.774
10 C 3.80934 0.42171 -1.66650  -0.403
11 C 5.04241 1.06446 -1.60865  -0.577
12 C 5.10556 2.45972 -1.49092  -0.086
13 Br 6.77901 3.33901 -1.44888  -0.156
14 C 3.91282 3.19434 -1.45085  -0.549
15 C 2.67409 2.55003 -1.49332  -0.549
16 C -2.55243 2.39972 -1.11291  -0.575
17 C -3.78746 3.03125 -1.32855  -0.688
18 H -5.74486 0.21456 -1.56488  0.432
19 H -3.52405 -0.85649 -1.22978  0.211
20 H -1.14260 -0.71895 -1.30212  0.236
21 H -0.04137 2.07355 -1.69408  0.612
22 H 1.37700 -0.65335 -1.70454  0.362
23 H 3.76813 -0.66226 -1.76356  0.401
24 H 5.95939 0.49311 -1.62246  0.430
25 H 3.96801 4.26913 -1.35771  0.441
26 H 1.75207 3.12638 -1.44678  0.333
27 H -1.66453 2.98965 -0.86558  0.469
28 H -3.85323 4.11708 -1.32432  0.418
29 C 2.34214 1.54200 3.50266  -0.377
30 C 3.07050 0.73366 2.61818  -0.689
31 C 2.39857 -0.21493 1.85916  -0.279
32 C 0.98986 -0.36351 1.93402  0.927
33 C 0.38436 -1.40662 1.13880  -0.284
34 N -0.90732 -1.55475 0.91580  -0.023
35 C -1.51277 -2.74365 0.82715  -0.132
36 N -1.54490 -3.71009 1.76767  -0.159
37 C -1.88428 -5.00773 1.18738  -0.473
38 C -2.31969 -4.64967 -0.22478  -0.466
39 N -2.15840 -3.19538 -0.27588  0.040
40 C 0.25937 0.50093 2.79144  -0.165
41 C 0.94397 1.45060 3.56217  -0.727
42 H 2.87869 2.25830 4.12235  0.404
43 H 4.15723 0.82607 2.51889  0.411
44 H 2.93793 -0.82241 1.12567  0.265
45 H -1.10522 0.25079 0.17849  -0.071
46 H 1.10712 -2.09117 0.63031  0.252
47 H -1.11432 -3.57757 2.67719  0.257
48 H -0.98950 -5.64703 1.16388  0.267
49 H -2.67473 -5.49476 1.76413  0.316
50 H -1.67501 -5.12915 -0.97380  0.271
51 H -3.35798 -4.94297 -0.38938  0.333
52 H -2.06107 -2.70469 -1.15488  0.276
53 H -0.83389 0.45548 2.80389  0.407
54 H 0.39240 2.12453 4.22682  0.389

The HOMO-LUMO gap comes out at 6.18 eV. As for the net charge: +1. Its spin multiplicity is 1. For the LUMO energy, the calculation gives -4.25 eV.

---

[3]
The following is a quantum chemistry calculation of C25H24BrClN2O3S2Sm as an isolated structure, from the Open Molecules 2025 dataset.

Last column: Löwdin spin population.
Element x y z (Å)
1 Sm -0.32352 0.04315 -0.00323  5.058
2 C 2.32956 1.73112 7.19575  0.000
3 C 2.08981 2.98783 6.34847  0.000
4 C 3.44369 3.61843 5.99251  0.000
5 C 1.30355 3.99345 7.19337  0.000
6 C 1.34142 2.61088 5.06730  -0.001
7 C 1.91210 1.71901 4.16678  0.000
8 C 1.22920 1.40169 3.01419  0.000
9 Br 2.05881 0.19507 1.77029  -0.004
10 C -0.02841 1.90369 2.65739  0.001
11 O -0.59849 1.55440 1.52511  -0.011
12 C -0.61395 2.79760 3.58007  -0.001
13 C 0.08609 3.12247 4.73918  0.000
14 C -1.99894 3.38363 3.27697  0.000
15 C -3.03652 2.25098 3.22358  0.000
16 C -1.96800 4.13153 1.93489  0.000
17 C -2.45691 4.37796 4.34718  0.000
18 H 2.85894 1.98707 8.11844  0.000
19 H 2.92660 0.99262 6.65713  0.000
20 H 1.37906 1.26344 7.45995  0.000
21 H 3.98543 3.89968 6.90042  0.000
22 H 3.29707 4.51401 5.38491  0.000
23 H 4.07098 2.92746 5.42538  0.000
24 H 1.87467 4.23646 8.09342  0.000
25 H 0.33880 3.58705 7.50814  0.000
26 H 1.12462 4.92391 6.64765  0.000
27 H 2.88288 1.27161 4.34767  0.000
28 H -0.37557 3.81299 5.42700  0.000
29 H -2.78906 1.51580 2.46258  0.000
30 H -4.02661 2.66128 3.00362  0.000
31 H -3.08532 1.73741 4.18655  0.000
32 H -1.69898 3.46796 1.11533  0.000
33 H -1.24123 4.94771 1.97395  0.000
34 H -2.95278 4.56121 1.72739  0.000
35 H -2.54823 3.90752 5.32959  0.000
36 H -3.44150 4.76094 4.07009  0.000
37 H -1.77785 5.23122 4.42961  0.000
38 Cl 2.79762 2.57183 -6.58251  0.000
39 C 2.35482 1.90404 -5.03012  0.000
40 C 3.23181 1.01212 -4.38780  0.000
41 C 2.91048 0.47236 -3.17317  -0.001
42 C 1.68841 0.78963 -2.51930  0.000
43 O 1.40658 0.26542 -1.38151  -0.009
44 C 0.81987 1.69599 -3.18872  0.000
45 C -0.44145 2.09308 -2.63272  0.001
46 O -0.91005 1.76148 -1.54276  -0.006
47 C 1.17254 2.23480 -4.44305  0.000
48 H 4.16456 0.75220 -4.87270  0.000
49 H 3.57131 -0.22395 -2.67318  0.000
50 H -1.04346 2.76470 -3.26336  0.000
51 H 0.48886 2.91485 -4.93780  0.000
52 S -1.15543 -1.92804 1.69787  -0.015
53 C -2.10641 -2.98451 0.67831  0.000
54 C -2.82476 -4.02477 1.37902  0.000
55 N -3.40190 -4.84853 1.93977  0.000
56 C -2.23398 -2.90887 -0.66762  0.001
57 S -1.44917 -1.75321 -1.72483  -0.015
58 C -3.08229 -3.86426 -1.34338  0.000
59 N -3.74802 -4.61286 -1.91141  0.000

The HOMO-LUMO gap (spin up / spin down) comes out at 6.30 / 6.31 eV. As for the net charge: -1. Its spin multiplicity is 6. For the LUMO energy (spin up / spin down), the calculation gives 1.59 / 1.59 eV.

---

[4]
The following is a quantum chemistry calculation of C25H24ClLuNOP as an isolated structure, from the Open Molecules 2025 dataset.

Last column: Mulliken charge in e.
Element x y z (Å)
1 Lu 0.01162 -1.28201 0.26438  1.180
2 Cl -1.52443 -3.11838 0.42114  -0.465
3 C 2.30874 -1.25134 -0.15545  0.406
4 O 3.41709 -1.23124 -0.43814  -0.094
5 P -0.06661 0.03331 -2.35267  1.006
6 C 0.57374 1.58269 -3.13195  0.197
7 C 0.92871 -1.21105 -3.27457  0.546
8 C -1.71273 -0.20056 -3.17484  0.885
9 C 0.40364 -2.49419 -3.52745  -0.503
10 C 1.22153 -3.47846 -4.09415  -0.686
11 C 2.56996 -3.20936 -4.34526  -0.409
12 C 3.11590 -1.96356 -4.00577  -0.712
13 C 2.30489 -0.97644 -3.44203  -0.479
14 H -0.62189 -2.72693 -3.22305  0.406
15 H 0.82329 -4.47587 -4.28270  0.428
16 H 3.22400 -4.00047 -4.71885  0.416
17 H 4.18306 -1.77572 -4.11692  0.434
18 H 2.75801 -0.05475 -3.07226  0.541
19 C 1.43120 2.41085 -2.38170  0.139
20 C 1.88008 3.63748 -2.90945  -0.739
21 C 1.49710 4.02993 -4.19745  -0.497
22 C 0.65272 3.20546 -4.94854  -0.691
23 C 0.17142 2.00532 -4.40784  -0.465
24 H 1.66944 2.10459 -1.35773  0.317
25 H 2.49032 4.31920 -2.31775  0.401
26 H 1.81157 4.99978 -4.59677  0.393
27 H 0.34432 3.54768 -5.94229  0.414
28 H -0.56170 1.41452 -4.94954  0.368
29 C -1.83195 -0.53440 -4.53782  -0.271
30 C -3.09291 -0.74093 -5.11025  -0.859
31 C -4.23775 -0.65998 -4.31696  -0.529
32 C -4.12982 -0.32682 -2.96043  -0.672
33 C -2.87645 -0.05355 -2.39432  -0.517
34 H -0.93106 -0.63633 -5.15776  0.459
35 H -3.18613 -0.98697 -6.17016  0.408
36 H -5.21159 -0.86878 -4.76280  0.412
37 H -5.04930 -0.28797 -2.36765  0.415
38 H -2.74974 0.26782 -1.35025  0.212
39 H -0.78000 2.83719 -0.11082  -0.219
40 H -1.52724 2.74669 0.02775  0.227
41 N -0.08099 0.22830 2.35083  -0.590
42 C 0.19389 -0.68323 3.53203  0.569
43 C 1.45498 -1.29307 3.65414  -0.217
44 C 1.61061 -2.40244 4.50530  -0.601
45 C 0.52275 -2.92354 5.22381  -0.517
46 C -0.73249 -2.30534 5.08466  -0.477
47 C -0.89985 -1.19352 4.24368  -0.550
48 H 0.59854 0.99551 2.27564  0.322
49 H -0.94847 0.76959 2.46960  0.291
50 H 2.30170 -0.98791 3.00466  0.471
51 H 2.56202 -2.93065 4.58128  0.388
52 H 0.62121 -3.83403 5.80612  0.407
53 H -1.58602 -2.75215 5.57652  0.394
54 H -1.91147 -0.84508 4.05159  0.307

The HOMO-LUMO gap comes out at 6.03 eV. As for the net charge: +2. Its spin multiplicity is 1. For the LUMO energy, the calculation gives -8.50 eV.

---

Calculated E in order - -167881.731; -170862.288; -157583.143; -85269.433 eV
Calculated relative energy (zero: lowest compared OMol25 entry of this formula, charge and spin) in order - 7.66; 0.00; 5.18; 8.44 kcal per mole